[1]
C18H49N4O11VZn as an isolated structure. Source: OMol25; level of theory: ωB97M-V/def2-TZVPD.

Cartesian coordinates (Å):
Zn: -8.066 20.269 4.422
O: -6.174 17.737 1.125
V: -7.249 18.744 1.722
O: -8.709 18.519 0.995
C: -8.718 15.840 3.409
C: -8.092 16.858 4.458
C: -6.882 16.077 5.124
O: -7.926 18.185 3.980
H: -9.702 16.147 3.056
H: -8.833 14.821 3.778
H: -8.235 15.671 2.447
H: -8.829 16.895 5.261
H: -6.458 16.642 5.954
H: -6.072 15.857 4.428
H: -7.258 15.127 5.503
O: -6.543 20.654 5.817
C: -5.340 20.772 4.952
C: -5.541 21.092 3.432
O: -6.723 20.623 2.814
H: -4.829 19.812 5.031
H: -4.536 21.405 5.329
H: -4.679 20.776 2.845
H: -5.529 22.177 3.320
C: -9.152 23.301 4.334
O: -8.857 22.126 4.647
N: -9.960 24.102 4.928
N: -8.662 23.925 3.339
H: -10.452 23.700 5.713
H: -9.829 25.098 4.824
H: -7.793 23.592 2.946
H: -8.937 24.858 3.070
C: -7.642 22.953 8.567
O: -6.891 22.143 8.909
N: -7.745 23.200 7.291
N: -8.434 23.712 9.204
H: -7.144 22.608 6.735
H: -8.217 24.045 7.001
H: -9.294 24.054 8.800
H: -8.626 23.169 10.034
C: -3.168 19.392 8.938
C: -4.441 18.959 8.180
O: -5.328 20.047 8.262
H: -2.590 20.272 8.656
H: -2.491 18.550 8.792
H: -3.399 19.488 9.998
H: -4.987 18.078 8.518
H: -4.131 18.945 7.135
H: -5.707 20.260 7.406
C: -5.442 24.277 -1.022
C: -4.555 23.537 -0.074
C: -4.288 24.243 1.237
O: -5.138 22.373 0.250
H: -6.281 24.838 -0.611
H: -5.802 23.669 -1.852
H: -4.948 25.047 -1.614
H: -3.602 23.211 -0.490
H: -5.210 24.388 1.800
H: -3.925 25.245 1.006
H: -3.568 23.845 1.952
H: -5.466 22.326 1.151
C: -2.295 18.487 1.929
C: -1.378 19.187 0.989
C: -0.286 19.971 1.647
O: -0.722 18.171 0.257
H: -3.009 17.864 1.392
H: -2.908 19.157 2.532
H: -1.781 17.938 2.718
H: -1.934 19.801 0.280
H: 0.356 19.450 2.356
H: -0.744 20.686 2.331
H: 0.366 20.572 1.013
H: -0.040 17.652 0.689
C: -0.754 24.232 6.279
C: -2.242 24.585 6.437
C: -2.882 23.534 7.386
O: -2.379 25.866 6.940
H: -0.558 23.234 5.887
H: -0.070 24.131 7.122
H: -0.289 24.854 5.514
H: -2.573 24.505 5.401
H: -3.939 23.663 7.156
H: -2.486 23.686 8.391
H: -2.608 22.539 7.035
H: -2.004 25.914 7.822

Atoms 1-6, force components in eV/Å:
Zn 2.3867 -0.4791 0.9798
O -1.2115 1.2371 0.5415
V -1.9836 -0.7867 1.7278
O 3.3646 0.8125 1.2856
C -0.4075 0.7402 -0.3546
C -0.2908 -2.2014 -0.2255

## Properties
Energy, eV: -122045.9010
Multiplicity: 1
Lowest unoccupied orbital energy, eV: -1.457
Maximum force, eV/A: 8.23
HOMO, eV: -8.56

[2]
C18H49NO7 as an isolated structure. Source: OMol25; level of theory: ωB97M-V/def2-TZVPD.

Cartesian coordinates (Å):
C: -13.621 -35.069 14.055
C: -13.490 -36.040 12.948
O: -14.260 -37.001 12.894
N: -12.463 -36.041 11.760
H: -12.757 -35.230 11.180
H: -11.451 -35.909 12.322
C: -12.510 -37.230 10.917
H: -12.722 -34.662 13.744
H: -13.544 -35.624 15.111
H: -14.383 -34.457 13.974
H: -11.791 -37.450 10.324
H: -13.330 -37.079 10.308
H: -12.769 -38.239 11.409
O: -10.343 -35.837 12.889
H: -9.667 -35.697 13.557
C: -8.861 -39.469 14.231
C: -9.733 -39.365 13.138
C: -10.282 -40.703 12.692
O: -10.918 -38.518 13.446
H: -9.546 -39.603 15.096
H: -8.497 -38.479 14.608
H: -8.151 -40.081 14.159
H: -9.319 -38.889 12.284
H: -9.704 -41.761 12.461
H: -10.919 -40.651 11.796
H: -10.898 -41.080 13.484
H: -10.661 -37.532 13.076
C: -6.939 -37.291 11.614
C: -7.747 -36.583 10.560
C: -7.344 -36.969 9.107
O: -9.041 -36.788 10.522
H: -7.254 -37.109 12.604
H: -5.844 -37.200 11.674
H: -7.069 -38.538 11.485
H: -7.557 -35.552 10.618
H: -7.002 -38.049 8.976
H: -6.501 -36.374 9.026
H: -8.123 -36.681 8.291
H: -9.442 -36.221 11.331
C: -9.476 -31.071 12.528
C: -9.439 -32.428 13.077
C: -10.282 -32.596 14.371
O: -10.026 -33.301 12.105
H: -10.531 -30.522 12.179
H: -9.215 -30.853 11.465
H: -8.724 -30.419 12.973
H: -8.331 -32.894 13.215
H: -9.935 -32.249 15.236
H: -10.536 -33.661 14.782
H: -11.330 -32.311 14.184
H: -9.915 -34.242 12.445
C: -11.004 -38.866 17.396
C: -11.988 -37.945 16.748
C: -13.257 -37.721 17.646
O: -11.406 -36.629 16.614
H: -11.124 -38.784 18.424
H: -9.944 -38.876 16.739
H: -11.502 -39.852 17.181
H: -12.355 -38.004 15.657
H: -13.830 -36.781 17.262
H: -12.972 -37.732 18.763
H: -13.883 -38.661 17.485
H: -11.201 -36.591 15.614
C: -7.634 -35.464 16.164
C: -6.784 -34.937 17.297
C: -6.877 -35.769 18.720
O: -5.348 -34.945 16.949
H: -7.612 -36.567 15.906
H: -7.542 -34.905 15.310
H: -8.525 -34.925 16.561
H: -7.084 -33.935 17.712
H: -7.783 -35.456 19.192
H: -5.823 -35.480 19.207
H: -6.742 -36.690 18.223
H: -5.171 -34.290 16.241

Atoms 1-6, force components in eV/Å:
C 4.6539 -4.4307 1.4656
C -4.3792 -5.8838 -1.6157
O 1.8059 1.9497 -0.0114
N -0.6127 1.4665 1.8254
H 0.8675 -0.3995 0.5562
H -0.3495 0.5459 -0.3524

## Properties
Energy, eV: -35272.3051
Multiplicity: 1
Lowest unoccupied orbital energy, eV: 0.210
Energy above the lowest of the compared OMol25 structures with the same formula, charge and spin, kJ/mol: 827.8
Maximum force, eV/A: 9.27
HOMO, eV: -9.67

[3]
A 8-piece molecular cluster, C18H50BFO12PS8 overall. Source: OMol25; level of theory: ωB97M-V/def2-TZVPD.

Cartesian coordinates (Å):
O: 1.371 -0.534 1.015
C: 1.260 0.544 0.529
F: 2.359 1.346 0.491
C: 0.077 1.160 -0.107
C: -0.777 2.005 0.852
O: -2.092 1.601 0.921
B: -2.617 2.674 1.885
P: -4.591 2.810 1.840
O: -4.978 4.290 1.155
O: -5.053 1.650 0.740
O: -1.826 3.902 1.486
C: -0.917 3.502 0.528
S: -1.723 3.723 -1.138
H: -0.550 0.333 -0.439
H: 0.365 1.726 -0.992
H: -0.351 2.035 1.873
H: -2.323 2.274 3.006
H: -5.167 4.245 0.206
H: -4.371 1.562 0.057
H: 0.023 4.055 0.558
H: -2.524 4.718 -0.768
C: 2.467 -1.874 -3.910
S: 1.229 -2.942 -3.177
O: -0.043 -2.179 -3.099
C: 1.952 -2.955 -1.536
H: 2.195 -1.702 -4.948
H: 2.489 -0.926 -3.369
H: 3.436 -2.359 -3.867
H: 2.015 -1.937 -1.154
H: 2.941 -3.412 -1.581
H: 1.310 -3.549 -0.890
C: 5.984 -1.591 -7.687
S: 6.259 -1.637 -5.913
O: 5.111 -2.376 -5.323
C: 5.947 0.106 -5.622
H: 6.086 -2.606 -8.065
H: 4.980 -1.220 -7.889
H: 6.732 -0.949 -8.151
H: 4.944 0.358 -5.967
H: 6.696 0.699 -6.146
H: 6.023 0.281 -4.552
C: 1.856 -2.129 3.673
S: 2.461 -3.436 4.737
O: 2.345 -2.969 6.145
C: 4.190 -3.257 4.275
H: 0.784 -2.031 3.826
H: 2.350 -1.195 3.935
H: 2.049 -2.386 2.633
H: 4.518 -2.241 4.495
H: 4.304 -3.475 3.213
H: 4.768 -3.968 4.861
C: -7.826 1.223 4.689
S: -8.613 1.740 3.156
O: -7.681 2.675 2.508
C: -9.907 2.723 3.943
H: -6.954 0.632 4.422
H: -7.511 2.104 5.247
H: -8.524 0.620 5.273
H: -9.448 3.494 4.562
H: -10.546 2.075 4.545
H: -10.494 3.186 3.153
C: 3.239 -5.731 -4.316
S: 3.833 -6.926 -3.121
O: 3.611 -6.337 -1.776
C: 5.577 -6.708 -3.500
H: 2.158 -5.665 -4.222
H: 3.687 -4.759 -4.106
H: 3.503 -6.057 -5.322
H: 5.851 -5.663 -3.353
H: 5.764 -7.011 -4.531
H: 6.146 -7.341 -2.823
C: -4.717 4.116 -4.471
S: -5.688 3.936 -2.966
O: -5.080 4.838 -1.956
C: -5.145 2.270 -2.596
H: -4.880 5.121 -4.854
H: -3.662 3.974 -4.237
H: -5.051 3.382 -5.205
H: -4.058 2.250 -2.503
H: -5.478 1.596 -3.387
H: -5.602 1.981 -1.650
C: 2.563 2.411 5.606
S: 1.336 1.202 6.132
O: 0.013 1.837 5.977
C: 1.750 1.273 7.882
H: 2.448 2.547 4.532
H: 2.385 3.357 6.119
H: 3.563 2.036 5.826
H: 1.631 2.296 8.240
H: 2.773 0.927 8.030
H: 1.062 0.613 8.407

Atoms 1-6, force components in eV/Å:
O 0.0762 0.1138 0.0494
C -0.0019 -0.3430 -0.0542
F 0.1481 0.2421 0.0718
C -0.6131 -0.2934 -0.4238
C 0.2267 0.5379 -0.2321
O -0.1186 -0.1080 0.4306

## Properties
Energy, eV: -143409.2698
Multiplicity: 1
Charge: -1
Lowest unoccupied orbital energy, eV: 1.355
Energy above the lowest of the compared OMol25 structures with the same formula, charge and spin, kJ/mol: 33.7
Maximum force, eV/A: 1.61
HOMO, eV: -2.86

[4]
A 5-piece molecular cluster, C18H50N4O6 overall. Source: OMol25; level of theory: ωB97M-V/def2-TZVPD.

Cartesian coordinates (Å):
C: -13.612 5.227 9.543
O: -12.271 4.786 9.489
C: -11.708 4.499 10.749
C: -10.379 3.815 10.526
C: -10.478 2.431 9.923
N: -9.641 3.757 11.818
H: -13.640 6.296 9.795
H: -14.293 4.642 10.160
H: -13.918 5.242 8.493
H: -11.634 5.398 11.376
H: -12.359 3.788 11.282
H: -9.761 4.501 9.928
H: -9.424 2.172 9.782
H: -10.966 2.423 8.952
H: -10.979 1.725 10.582
H: -8.721 3.359 11.669
H: -9.479 4.715 12.110
C: -13.848 -4.502 5.739
O: -13.475 -5.092 6.953
C: -14.437 -4.940 7.957
C: -14.894 -3.511 8.244
C: -13.675 -2.628 8.594
N: -15.797 -3.543 9.399
H: -13.873 -3.406 5.823
H: -14.856 -4.841 5.465
H: -13.144 -4.688 4.933
H: -15.323 -5.518 7.637
H: -14.148 -5.355 8.924
H: -15.452 -3.054 7.429
H: -13.956 -1.586 8.429
H: -12.829 -2.733 7.900
H: -13.266 -2.934 9.554
H: -15.883 -2.641 9.845
H: -15.486 -4.208 10.096
C: -10.845 3.154 5.939
O: -10.462 2.089 5.091
C: -11.515 1.394 4.435
C: -12.320 2.218 3.454
C: -13.530 2.914 4.083
N: -12.682 1.405 2.304
H: -11.625 2.872 6.659
H: -11.201 4.003 5.351
H: -9.963 3.417 6.519
H: -10.940 0.663 3.855
H: -12.110 0.800 5.146
H: -11.562 2.925 3.097
H: -13.242 3.312 5.060
H: -14.340 2.198 4.201
H: -13.836 3.811 3.543
H: -13.256 1.881 1.626
H: -13.057 0.494 2.519
C: -6.833 -2.431 2.050
O: -6.864 -1.954 3.369
C: -5.582 -1.728 3.928
C: -5.649 -0.618 4.935
C: -4.274 -0.309 5.492
N: -6.478 -1.102 6.066
H: -6.193 -1.821 1.392
H: -7.851 -2.443 1.677
H: -6.345 -3.416 1.981
H: -5.269 -2.660 4.421
H: -4.815 -1.550 3.162
H: -6.138 0.277 4.534
H: -3.656 0.185 4.735
H: -3.752 -1.232 5.751
H: -4.338 0.328 6.372
H: -7.422 -1.288 5.740
H: -6.624 -0.331 6.711
O: -10.649 -0.994 9.938
C: -9.681 -0.853 8.901
C: -10.372 -0.488 7.612
O: -9.449 -0.585 6.550
H: -10.687 -1.900 10.251
H: -8.929 -0.119 9.196
H: -9.150 -1.804 8.798
H: -10.809 0.514 7.680
H: -11.204 -1.191 7.482
H: -9.760 -0.085 5.788

Atoms 1-6, force components in eV/Å:
C 0.5341 1.0996 -1.2360
O -0.1147 -0.2707 0.2399
C -0.5465 -0.6446 0.2169
C 0.8373 0.9855 0.6519
C 0.6681 0.5577 -0.0741
N -0.5967 -0.0934 0.0751

## Properties
Energy, eV: -37718.7209
SMILES string: COC[C@H](C)N.COC[C@H](C)N.COC[C@H](C)N.COC[C@H](C)N.OCCO
Multiplicity: 1
Lowest unoccupied orbital energy, eV: 0.487
Energy above the lowest of the compared OMol25 structures with the same formula, charge and spin, kJ/mol: 335.2
Maximum force, eV/A: 1.93
HOMO, eV: -8.88

[5]
A 6-piece molecular cluster, C18H51N3O6 overall. Source: OMol25; level of theory: ωB97M-V/def2-TZVPD.

Cartesian coordinates (Å):
C: -0.958 1.606 0.247
O: -1.459 0.983 -0.848
C: -0.650 -0.114 -1.207
C: -1.230 -0.849 -2.516
C: -0.348 -1.864 -3.132
N: -1.367 0.256 -3.454
H: -1.236 1.001 1.110
H: -1.537 2.530 0.230
H: 0.096 1.882 0.241
H: 0.282 0.359 -1.516
H: -0.478 -0.835 -0.408
H: -2.215 -1.306 -2.423
H: -0.798 -2.236 -4.053
H: -0.257 -2.802 -2.584
H: 0.620 -1.415 -3.352
H: -2.194 0.259 -4.034
H: -1.715 0.971 -2.832
C: 0.505 3.932 3.532
O: -0.714 4.498 3.306
C: -1.283 5.162 4.381
C: -2.608 5.854 3.883
C: -3.301 6.639 5.025
N: -3.544 4.949 3.224
H: 1.369 4.397 4.006
H: 0.790 3.701 2.505
H: 0.273 3.034 4.105
H: -1.508 4.553 5.257
H: -0.688 6.004 4.735
H: -2.368 6.562 3.089
H: -2.745 7.549 5.254
H: -3.324 6.175 6.011
H: -4.337 6.915 4.828
H: -4.142 5.413 2.555
H: -3.061 4.324 2.595
C: 5.436 -0.428 3.161
O: 4.217 0.077 3.626
C: 3.001 -0.419 3.146
C: 1.767 0.305 3.843
C: 1.751 0.148 5.293
N: 0.532 -0.338 3.435
H: 5.632 -1.337 3.729
H: 6.144 0.377 3.358
H: 5.306 -0.541 2.085
H: 2.917 -0.180 2.086
H: 2.856 -1.458 3.442
H: 1.779 1.364 3.588
H: 1.435 -0.834 5.645
H: 1.363 0.919 5.957
H: 2.776 0.141 5.666
H: 0.740 -1.310 3.258
H: 0.237 -0.016 2.524
C: 0.096 -0.748 -6.921
C: 1.535 -1.302 -6.850
O: 1.649 -2.201 -7.878
H: -0.150 0.082 -6.259
H: -0.602 -1.546 -6.669
H: -0.091 -0.419 -7.943
H: 1.698 -1.861 -5.929
H: 2.183 -0.426 -6.862
H: 1.115 -2.990 -7.759
C: -1.971 -4.166 -5.733
C: -0.839 -5.036 -6.246
O: 0.414 -4.396 -6.087
H: -2.956 -4.532 -6.024
H: -1.940 -3.156 -6.142
H: -1.896 -4.046 -4.652
H: -1.140 -5.156 -7.287
H: -0.703 -5.938 -5.651
H: 1.121 -4.951 -6.422
C: -0.942 -3.515 1.743
C: 0.585 -3.818 1.855
O: 1.234 -2.549 1.667
H: -1.256 -2.694 2.388
H: -1.544 -4.322 2.159
H: -1.282 -3.377 0.716
H: 0.957 -4.461 1.057
H: 0.835 -4.355 2.770
H: 2.133 -2.676 1.355

Atoms 1-6, force components in eV/Å:
C -1.0729 1.4980 1.3524
O -0.3720 -1.8716 -1.8907
C -0.4071 -1.1481 -1.9853
C -0.4961 1.1686 0.6608
C 0.6905 -1.0374 -0.2509
N -0.4207 1.5390 0.0953

## Properties
Energy, eV: -36243.2572
SMILES string: COC[C@H](C)N.COC[C@H](C)N.COC[C@H](C)N.CCO.CCO.CCO
Multiplicity: 1
Lowest unoccupied orbital energy, eV: 0.445
Energy above the lowest of the compared OMol25 structures with the same formula, charge and spin, kJ/mol: 259.3
Maximum force, eV/A: 4.01
HOMO, eV: -8.97